1.
10
Properties=species:S:1:pos:R:3:forces:R:3:nbo_charge:R:1 method="wB97M-V/def2-TZVPD" total_energy_ev=-8195.1215 relative_energy_kj_mol=845.6 multiplicity=1
C -0.0606 -0.4591 -1.0890 0.73 1.21 0.73 0.022
C 1.2326 0.3102 0.5270 0.59 1.92 0.64 -0.148
C -0.9307 0.1628 -0.0543 -0.36 -0.70 0.56 0.342
N 1.1421 -0.2679 -0.7769 1.16 -0.81 -0.55 -0.351
N -0.0970 0.8192 0.9079 0.16 -0.78 0.24 -0.158
O -0.7897 -0.4798 1.1273 -1.74 -0.18 0.50 -0.355
H -0.2917 -1.0215 -1.9308 -0.87 -0.63 -1.45 0.211
H 1.6199 -0.4549 1.2162 -0.38 0.25 -0.03 0.231
H 1.8548 1.2028 0.6455 0.47 -0.31 -0.67 0.211
H -3.6797 0.1882 -0.5728 0.25 0.03 0.03 -0.004

2.
21
Properties=species:S:1:pos:R:3:forces:R:3:nbo_charge:R:1 method="wB97M-V/def2-TZVPD" smiles="FC1=CCc2ccccc2C=C1" total_energy_ev=-14267.4317 relative_energy_kj_mol=0.0 multiplicity=1
F -4.3964 0.0285 0.3555 0.04 0.11 -0.06 -0.297
C -3.1036 -0.0099 0.0848 6.14 -1.79 -0.21 0.353
C -2.2657 -1.1138 0.1778 -0.86 0.03 0.25 -0.231
C -0.7384 -1.4939 -0.2918 0.33 -0.26 -0.30 -0.463
C 0.7276 -0.7525 -0.1135 -6.07 1.38 0.31 0.129
C 1.9665 -1.2769 0.0790 0.20 0.00 0.08 -0.278
C 3.0066 -0.3830 0.3274 0.08 -0.03 -0.01 -0.185
C 2.7621 0.9764 0.3717 0.09 0.02 -0.04 -0.228
C 1.4888 1.4866 0.1495 -0.17 -0.03 0.04 -0.163
C 0.4073 0.6367 -0.0859 0.84 -0.20 0.16 -0.115
C -0.9172 1.3196 -0.3172 -0.36 0.43 -0.05 -0.188
C -2.2769 1.1771 -0.2385 -0.28 0.44 -0.08 -0.249
H -2.7310 -2.0409 0.5026 -0.05 0.00 0.03 0.201
H -0.6159 -2.5016 0.1063 -0.10 -0.02 -0.14 0.214
H -0.8529 -1.5879 -1.3781 0.03 -0.13 0.05 0.223
H 2.1378 -2.3415 0.0446 -0.01 -0.13 0.06 0.222
H 4.0020 -0.7607 0.5074 0.11 -0.01 -0.05 0.215
H 3.5722 1.6615 0.5738 0.08 0.02 0.03 0.215
H 1.3356 2.5564 0.2013 0.00 0.08 -0.04 0.208
H -0.6668 2.3399 -0.5998 -0.17 0.01 -0.01 0.205
H -2.8417 2.0797 -0.4567 0.12 0.07 -0.03 0.213

3.
71
Properties=species:S:1:pos:R:3:forces:R:3:lowdin_charge:R:1 method="wB97M-V/def2-TZVPD" total_charge=+3 total_energy_ev=-52349.7440 multiplicity=1
Sn -0.1659 0.0187 -0.0513 -2.58 1.31 0.31 0.775
P -0.0334 -2.0460 -1.1808 0.42 -2.81 -1.31 0.927
P 0.2197 2.3156 0.5190 0.16 1.68 0.10 0.932
N 0.4343 0.7554 -2.1241 -0.13 -0.10 0.21 -0.201
C 0.9074 -1.5815 -2.6968 0.18 -0.07 -0.63 -0.249
H 1.7387 -2.2980 -2.8199 -0.35 0.28 0.02 0.118
H 0.2362 -1.7310 -3.5658 0.35 0.15 0.47 0.111
C 1.4559 -0.1626 -2.6981 -0.06 0.72 -0.32 -0.208
H 2.3624 -0.0737 -2.0884 -0.01 0.01 -0.17 0.123
H 1.6906 0.1884 -3.7200 0.08 -0.40 0.40 0.153
C 0.6859 2.2320 -2.2071 -0.20 -0.45 -0.16 -0.182
H -0.2808 2.6977 -2.4258 0.26 0.03 -0.05 0.135
H 1.3570 2.4076 -3.0526 -0.07 0.20 0.16 0.144
C 1.2564 2.7676 -0.8980 0.43 0.91 -0.07 -0.274
H 1.3352 3.8724 -0.9487 0.11 -0.51 -0.08 0.124
H 2.2703 2.3773 -0.7243 -0.10 0.14 0.00 0.110
C 1.0313 2.7510 2.0850 0.79 1.30 0.10 -0.459
C 1.8914 1.7224 2.7802 -1.29 -2.37 0.84 -0.105
H 2.8011 1.4566 2.2968 0.96 0.37 -0.26 0.073
H 1.3139 0.7229 2.8629 2.98 3.02 -0.34 0.019
H 2.0417 1.9591 3.8292 0.47 0.63 -0.09 0.104
C -1.3620 3.2254 0.3800 0.15 0.62 0.32 -0.489
C -2.3776 2.7931 1.4545 -0.46 -0.34 -0.18 -0.102
H -3.3700 2.6980 1.0004 0.19 -0.02 0.12 0.106
H -2.4531 3.5328 2.2602 0.00 -0.35 -0.32 0.088
H -2.1016 1.8226 1.8864 -0.37 0.10 0.02 0.049
C -1.6473 -2.6674 -1.7483 -0.47 -0.25 -0.20 -0.489
C -2.2921 -3.5418 -0.6629 -0.22 -0.16 0.01 -0.083
H -3.3737 -3.6690 -0.8363 0.47 0.18 -0.03 0.116
H -2.1479 -3.0986 0.3202 -0.23 -0.10 0.23 0.070
H -1.8481 -4.5479 -0.6773 -0.16 0.39 0.14 0.084
C 0.9471 -3.3821 -0.4125 0.03 -0.43 0.02 -0.506
C 0.4971 -3.7749 1.0028 0.09 -0.05 0.17 -0.082
H 1.2994 -4.3538 1.4890 -0.30 0.21 -0.21 0.110
H -0.4066 -4.3943 0.9967 0.31 0.18 0.01 0.083
H 0.3012 -2.8866 1.6193 -0.01 -0.17 0.03 0.054
C 1.7876 -0.3446 0.5428 10.39 -2.18 3.24 -0.087
O 2.8729 -0.5932 0.9058 -5.69 1.22 -2.03 0.249
C -1.0977 4.7585 0.4177 -0.27 0.12 -0.57 -0.073
H -0.0752 4.9950 0.7135 -0.04 0.20 -0.08 0.071
H -1.2868 5.2170 -0.5625 0.13 -0.10 0.30 0.101
H -1.7789 5.2335 1.1356 0.21 -0.09 -0.24 0.101
C -1.3789 -3.4757 -3.0335 -0.06 -0.19 -0.36 -0.092
H -1.9243 -4.4287 -2.9983 0.10 0.33 -0.07 0.114
H -1.7032 -2.9195 -3.9100 -0.04 -0.11 -0.10 0.097
H -0.3153 -3.7105 -3.1566 -0.56 -0.10 -0.21 0.046
C 1.0148 -4.5929 -1.3633 0.31 -0.33 0.25 -0.071
H 1.6577 -5.3691 -0.9218 -0.15 0.30 -0.09 0.116
H 0.0275 -5.0388 -1.5204 0.31 0.06 0.11 0.079
H 1.4394 -4.3323 -2.3376 -0.01 -0.18 0.17 0.080
C -0.0068 3.3729 3.0261 0.00 -0.19 0.61 -0.079
H -0.8132 2.6649 3.2721 0.45 0.30 -0.03 0.051
H 0.4609 3.6624 3.9755 0.09 -0.01 -0.31 0.116
H -0.4506 4.2589 2.5804 0.03 -0.11 0.34 0.063
H 1.7319 3.5459 1.7578 -0.34 -0.02 0.24 0.140
H 1.9484 -2.9382 -0.3318 0.05 -0.07 -0.11 0.107
H -1.7558 2.9509 -0.5968 -0.04 -0.06 -0.14 0.099
H -2.3151 -1.8197 -1.9824 0.35 -0.12 0.21 0.121
H -0.4783 0.5536 -2.5296 0.19 0.13 -0.55 0.119
H -1.6461 0.3400 -0.4522 -3.29 0.34 -0.45 -0.051
C -1.1283 0.5748 5.4499 -0.72 0.69 -1.23 0.049
N -0.0078 -0.0050 4.6033 0.24 -0.06 2.75 -0.090
C 1.1022 -0.6512 5.4281 0.66 -0.31 -1.33 0.052
C -0.0138 -0.0111 3.3291 -2.04 -1.39 0.18 -0.273
N -0.1060 -0.0758 2.1591 -1.57 -1.65 0.64 0.047
H -0.9970 0.4596 6.5319 0.51 -0.30 -0.56 0.111
H -2.0525 0.0742 5.1445 0.10 0.17 0.20 0.107
H -1.2017 1.6519 5.2281 -0.04 -0.44 0.17 0.089
H 1.1545 -1.7029 5.1249 0.09 0.20 0.21 0.104
H 2.0467 -0.1494 5.1728 -0.26 -0.21 0.17 0.096
H 0.9585 -0.5984 6.5133 -0.50 0.29 -0.55 0.111

4.
28
Properties=species:S:1:pos:R:3:forces:R:3:nbo_charge:R:1 method="wB97M-V/def2-TZVPD" total_charge=+2 total_energy_ev=-83048.9987 relative_energy_kj_mol=26.5 multiplicity=1
C -0.3180 0.3859 -1.5912 -0.65 -1.87 0.71 0.127
C 0.7975 0.5880 0.6154 -1.00 0.88 -3.75 0.453
C -1.4454 0.7322 -2.1950 1.16 -3.39 -2.31 -0.284
C 0.3229 -0.9594 -1.7032 -1.85 -0.52 -1.22 -0.492
C -0.3616 -2.0130 -0.8718 -0.65 1.31 0.70 -0.220
C 0.4777 -0.7156 1.2135 -0.93 -0.10 -0.38 0.414
C 0.6901 -0.8008 2.6595 -1.15 -1.91 1.69 -0.714
C 0.2538 2.4949 -0.7906 2.55 3.49 2.36 -0.444
N 0.2026 1.1056 -0.5047 1.19 -0.75 0.77 -0.323
N 1.7130 1.2941 1.1928 2.18 2.70 2.70 -0.690
N -0.0487 -1.7049 0.5931 -0.06 -0.40 -1.67 -0.369
Br -2.7709 -0.0615 0.6314 -0.03 -3.04 1.43 -0.191
H -2.0389 1.5500 -1.9758 -1.05 1.46 0.17 0.229
H -1.7383 -0.0329 -3.0114 0.09 1.78 1.29 0.254
H 0.1419 -1.3579 -2.6773 0.14 0.09 -1.11 0.279
H 1.3673 -0.9487 -1.5766 1.43 0.06 0.34 0.241
H -1.4978 -1.9794 -1.0060 1.61 -0.01 0.39 0.271
H -0.0158 -3.0117 -1.1525 0.17 0.03 0.66 0.275
H 0.0906 -0.1354 3.3404 0.40 -0.27 -1.07 0.315
H 1.7298 -0.6949 2.9054 0.64 0.08 0.15 0.275
H 0.4265 -1.8593 2.9461 0.33 1.10 0.08 0.269
H 0.2705 2.8827 0.2535 -0.44 0.89 -0.79 0.207
H 1.1890 3.0438 -1.2776 -1.53 -1.98 0.54 0.269
H -0.6135 2.8810 -1.2813 -0.46 -0.18 -0.28 0.266
H 2.0702 1.1284 2.2010 -0.88 0.32 -2.47 0.467
H 1.9628 2.2521 0.7919 -0.29 -1.93 0.79 0.467
H -2.5204 -1.5929 1.1225 -0.90 3.14 -0.87 0.211
H -0.3369 -2.4704 1.1486 0.00 -0.97 1.14 0.437

5.
111
Properties=species:S:1:pos:R:3:forces:R:3:lowdin_charge:R:1 method="wB97M-V/def2-TZVPD" total_charge=-2 total_energy_ev=-88747.0057 relative_energy_kj_mol=80.1 multiplicity=1
Pd -0.1343 0.6043 -0.2283 -1.40 0.00 -1.37 0.399
C -2.7247 2.3982 7.2869 0.05 0.00 -0.02 -0.074
C -1.8056 1.9514 6.1834 -0.02 -0.03 0.02 -0.299
C -2.0782 2.2603 4.8549 0.07 -0.04 0.16 -0.040
C -1.2318 1.8324 3.8477 -0.02 0.04 -0.11 -0.043
C -0.0889 1.1247 4.1553 0.42 -0.31 -0.43 -0.252
C 0.1834 0.7905 5.4672 0.16 -0.09 0.07 -0.065
C -0.6722 1.1984 6.4770 -0.11 0.13 -0.07 -0.061
S 1.0371 0.6440 2.7908 0.29 -0.03 0.43 0.562
O 1.3801 1.9094 2.1423 -0.20 -0.07 0.19 -0.364
O 2.1803 0.0539 3.5118 -0.54 0.04 0.00 -0.379
N 0.2701 -0.2763 1.8191 0.66 1.17 0.71 -0.275
C -0.3342 -1.4387 2.3798 -0.50 -0.85 -0.01 -0.216
C -1.5066 -1.9798 1.4737 0.34 -0.01 0.62 -0.722
O -1.9562 -3.0934 1.7948 -0.01 -0.55 0.31 -0.083
O -1.9001 -1.2630 0.5350 -0.26 0.49 -0.41 -0.095
H -3.6390 2.8275 6.8789 -0.03 0.04 0.03 0.065
H -2.2419 3.1483 7.9184 -0.05 0.02 0.04 0.070
H -2.9961 1.5524 7.9193 -0.06 0.01 0.09 0.070
H -2.9590 2.8390 4.6092 -0.12 0.01 -0.03 0.103
H -1.4398 2.0134 2.8064 -0.08 0.08 -0.03 0.077
H 1.0665 0.2034 5.6694 0.11 -0.02 0.06 0.100
H -0.4628 0.9345 7.5062 0.02 -0.05 0.10 0.100
H -0.7717 -1.2235 3.3746 -0.05 -0.25 -0.19 0.103
H 0.3966 -2.2580 2.5259 -0.31 0.11 -0.03 0.104
C 3.3691 1.1565 -5.1669 0.20 0.05 0.09 -0.217
C 2.5588 2.4097 -4.8196 -0.05 -0.06 -0.09 -0.198
C 1.5564 2.1285 -3.6917 -0.09 0.17 -0.16 -0.217
C 1.0263 0.7004 -3.7713 -0.46 0.03 0.33 -0.413
C 2.1832 -0.2589 -3.4724 0.08 -0.04 0.10 -0.208
C 3.5387 0.3041 -3.9142 0.01 -0.12 -0.28 -0.194
P -0.3566 0.4332 -2.5061 -0.19 -0.19 0.02 1.047
C -0.8073 -1.3783 -2.7036 0.18 0.27 0.09 -0.415
C -0.8336 -2.0069 -4.1056 0.03 -0.06 0.07 -0.205
C -0.5950 -3.5207 -4.0356 -0.25 -0.11 -0.11 -0.218
C -1.2734 -4.1123 -2.8045 0.23 -0.14 -0.10 -0.207
C -0.6067 -3.5862 -1.5242 -0.06 -0.03 -0.06 -0.179
C 0.0426 -2.2188 -1.7504 -0.16 -0.08 0.42 -0.245
C -1.8496 1.2016 -3.3797 0.29 0.02 0.32 -0.403
C -2.0213 1.1053 -4.9091 0.17 -0.01 -0.09 -0.199
C -1.8848 2.4624 -5.5971 -0.17 -0.07 -0.14 -0.210
C -2.9379 3.4596 -5.1008 0.03 -0.01 -0.03 -0.204
C -3.2016 3.2886 -3.5979 0.12 0.17 0.03 -0.200
C -2.0001 2.6517 -2.9150 -0.30 -0.07 0.14 -0.235
H 4.3400 1.4371 -5.5903 -0.05 -0.04 -0.05 0.095
H 2.8421 0.5673 -5.9233 0.02 -0.02 -0.05 0.105
H 2.0359 2.7597 -5.7161 -0.02 0.07 0.00 0.095
H 3.2367 3.2100 -4.5087 0.01 0.05 -0.01 0.099
H 0.7450 2.8528 -3.7534 -0.03 0.07 0.07 0.080
H 2.0285 2.2473 -2.7158 -0.05 0.07 -0.01 0.082
H 0.6443 0.5337 -4.7840 -0.03 -0.06 -0.07 0.089
H 2.0105 -1.2115 -3.9770 -0.04 -0.11 0.03 0.102
H 2.2056 -0.4281 -2.3931 0.04 -0.15 -0.05 0.066
H 4.2364 -0.5166 -4.1059 0.03 0.02 0.10 0.102
H 3.9644 0.9163 -3.1184 0.09 0.05 0.12 0.103
H -1.8187 -1.3976 -2.2731 0.07 0.04 -0.02 0.110
H -0.0688 -1.5701 -4.7501 -0.01 0.12 -0.09 0.083
H -1.8029 -1.8209 -4.5748 -0.03 0.05 -0.07 0.102
H 0.4770 -3.7223 -3.9790 0.09 -0.04 -0.03 0.104
H -0.9687 -3.9968 -4.9505 0.09 0.01 0.00 0.096
H -1.2238 -5.2063 -2.8374 -0.12 0.03 0.01 0.095
H -2.3287 -3.8329 -2.8212 -0.11 -0.02 0.01 0.108
H 0.1572 -4.2937 -1.1885 -0.01 -0.03 0.04 0.107
H -1.3484 -3.5043 -0.7313 0.01 0.00 0.13 0.090
H 1.0526 -2.3404 -2.1419 0.12 0.06 -0.01 0.092
H 0.1065 -1.6785 -0.7928 0.17 -0.30 -0.33 0.056
H -2.6730 0.6442 -2.9111 0.06 0.07 0.02 0.108
H -3.0112 0.7025 -5.1389 -0.07 -0.08 -0.05 0.111
H -1.2942 0.4201 -5.3421 -0.06 -0.12 -0.05 0.074
H -1.9822 2.3403 -6.6825 0.12 0.02 0.05 0.102
H -0.8874 2.8595 -5.4054 0.11 0.01 -0.03 0.094
H -3.8714 3.3188 -5.6556 0.03 0.05 -0.04 0.098
H -2.5868 4.4763 -5.3063 -0.07 0.00 -0.03 0.099
H -4.0683 2.6432 -3.4432 -0.09 -0.02 0.08 0.097
H -3.4293 4.2550 -3.1423 -0.11 0.01 0.03 0.099
H -2.1253 2.6461 -1.8361 0.10 0.07 -0.01 0.060
H -1.1065 3.2426 -3.1246 0.07 0.01 0.03 0.098
I -5.8320 2.2291 -0.3222 0.59 0.09 0.09 0.731
C -3.7899 2.7503 0.0831 -1.12 0.71 -0.07 -0.688
C -3.4439 4.1010 0.0448 0.51 -0.36 0.13 -0.182
C -2.1075 4.3922 0.3491 -0.81 0.26 -0.30 -0.086
C -1.2434 3.3711 0.6583 0.10 -0.72 0.30 -0.155
N -1.6177 2.0698 0.7284 -0.18 0.62 -0.16 -0.025
C -2.9070 1.7758 0.4595 0.55 -0.39 0.11 -0.223
H -4.1646 4.8744 -0.1762 0.00 -0.02 -0.09 0.077
H -1.7757 5.4217 0.3657 0.11 0.04 -0.02 0.094
H -0.2167 3.5620 0.9501 0.03 -0.05 -0.03 0.095
H -3.1753 0.7295 0.5573 0.07 -0.09 -0.04 0.091
C 4.2066 3.4178 -0.2460 -0.13 -0.04 0.23 -0.171
C 2.6927 3.3119 -0.1203 0.12 0.14 -0.09 -0.230
N 2.3039 1.9925 -0.5497 0.05 0.33 0.32 0.006
C 2.9996 0.8890 -0.1173 0.31 -0.58 -0.74 -0.417
N 2.4168 -0.2415 -0.2727 0.34 0.02 0.21 0.032
C 3.0532 -1.4483 0.1820 0.16 0.15 0.14 -0.232
C 4.0667 -1.1504 1.2823 -0.04 0.04 -0.22 -0.165
C 5.0392 -0.1080 0.7484 0.10 -0.39 -0.08 -0.170
N 4.3340 1.0507 0.2339 -0.12 0.19 0.25 -0.046
C 4.8030 2.3483 0.6613 0.17 0.32 -0.14 -0.183
H 4.5644 4.4111 0.0359 0.00 0.01 0.05 0.101
H 4.4966 3.2136 -1.2818 0.05 0.06 0.02 0.107
H 2.1904 4.0421 -0.7693 0.05 -0.04 0.05 0.110
H 2.3897 3.5013 0.9191 0.04 0.05 -0.10 0.093
H 1.2695 1.7473 -0.4039 0.65 0.50 -0.43 0.019
H 3.5406 -1.9587 -0.6697 -0.05 -0.05 0.11 0.107
H 2.2650 -2.1049 0.5601 0.02 -0.10 -0.01 0.101
H 4.6052 -2.0510 1.5889 0.04 -0.01 0.03 0.105
H 3.5205 -0.7348 2.1344 0.16 -0.16 -0.03 0.076
H 5.6354 -0.5443 -0.0722 0.07 0.01 0.20 0.112
H 5.7292 0.2114 1.5379 -0.06 0.05 -0.09 0.111
H 5.9011 2.3579 0.5894 -0.18 -0.05 0.06 0.113
H 4.5186 2.5557 1.7060 0.09 -0.02 -0.04 0.128